Entry 1:
Here is a 3-piece molecular cluster, C30H47F13N8O4P2 overall at a distorted geometry from the Open Molecules 2025 dataset. Energies are from wB97M-V/def2-TZVPD.

Summary:
- HOMO (eV) = -8.11
- HOMO-LUMO gap (eV) = 7.096

```
! RIJCOSX wB97M-V def2-TZVPD def2/J DEFGRID3
* xyz 0 1
H 0.914 2.165 1.125
N 0.400 2.285 0.234
C -0.720 1.602 0.356
C -1.868 1.514 -0.750
C -1.766 2.629 -1.881
C -0.551 2.681 -2.830
C 0.708 1.721 -2.829
C 0.409 0.157 -2.734
C -0.399 -0.469 -3.952
F -1.714 0.118 -4.064
F 0.277 -0.029 -5.152
C -0.632 -2.046 -3.912
F -0.771 -2.494 -5.262
F -1.921 -2.273 -3.317
C 0.401 -2.917 -3.073
F 0.329 -2.708 -1.660
F -0.030 -4.281 -3.231
C 1.924 -2.901 -3.622
F 2.837 -2.428 -2.630
F 2.080 -2.258 -4.857
F 2.331 -4.254 -3.844
C -0.553 3.839 -3.897
C -1.672 4.903 -4.019
C -2.840 4.811 -3.018
C -2.901 3.668 -1.968
C -4.242 3.851 -1.141
O -4.871 3.102 -0.373
N -4.678 5.196 -1.538
C -5.042 6.159 -0.477
F -4.734 5.724 0.831
F -4.232 7.331 -0.708
C -6.599 6.591 -0.651
F -7.411 5.705 0.104
F -7.038 6.525 -1.998
C -4.127 5.715 -2.792
O -4.525 6.662 -3.501
H -0.919 1.056 1.353
H -1.963 0.492 -1.255
H -2.864 1.673 -0.187
H 1.487 1.989 -2.020
H 1.261 1.894 -3.829
H 1.442 -0.367 -2.733
H -0.074 -0.177 -1.740
H 0.327 3.936 -4.630
H -1.635 5.751 -4.784
H -6.730 7.681 -0.320
C -3.583 -0.385 3.128
N -4.148 -1.405 2.255
C -4.745 -0.734 1.097
P -3.229 -2.786 1.781
O -2.061 -1.937 1.237
N -2.356 -3.497 3.060
C -2.499 -3.173 4.463
C -0.972 -3.869 2.781
N -4.581 -3.816 2.338
C -4.887 -4.849 1.342
C -5.822 -3.349 2.945
H -4.300 0.426 3.291
H -2.662 0.055 2.729
H -3.379 -0.778 4.124
H -5.216 -1.464 0.430
H -3.996 -0.185 0.516
H -5.530 -0.038 1.407
H -1.911 -2.291 4.737
H -2.156 -4.006 5.086
H -3.539 -3.006 4.748
H -0.300 -3.006 2.869
H -0.876 -4.274 1.771
H -0.625 -4.648 3.466
H -5.393 -4.419 0.471
H -5.515 -5.640 1.762
H -3.964 -5.327 0.995
H -6.464 -2.823 2.231
H -5.641 -2.701 3.803
H -6.391 -4.200 3.338
C 5.566 1.882 0.692
N 6.241 0.904 1.536
C 6.445 1.505 2.858
P 5.667 -0.718 1.658
O 4.243 -0.284 2.057
N 5.233 -1.404 0.159
C 5.503 -0.831 -1.141
C 3.975 -2.144 0.117
N 7.318 -1.281 1.260
C 7.731 -2.356 2.171
C 8.466 -0.432 0.965
H 6.053 2.859 0.766
H 4.509 2.012 0.953
H 5.635 1.618 -0.362
H 6.985 0.815 3.514
H 5.493 1.754 3.342
H 7.052 2.413 2.785
H 4.749 -0.086 -1.421
H 5.501 -1.610 -1.912
H 6.490 -0.369 -1.197
H 3.118 -1.469 0.000
H 3.834 -2.719 1.035
H 3.964 -2.862 -0.707
H 7.957 -1.962 3.167
H 8.608 -2.889 1.792
H 6.929 -3.095 2.272
H 8.820 0.112 1.847
H 8.254 0.283 0.169
H 9.298 -1.041 0.595
*
```

---

Entry 2:
Here is C19H25N6O6ReS as an isolated structure at a distorted geometry from the Open Molecules 2025 dataset. Energies are from wB97M-V/def2-TZVPD.

Summary:
- HOMO (alpha / beta) (eV) = -18.17 / -18.17
- HOMO-LUMO gap (alpha / beta) (eV) = 4.760 / 5.296

```
! RIJCOSX wB97M-V def2-TZVPD def2/J DEFGRID3
* xyz 3 2
Re 1.888 -0.946 -0.005
O 5.758 0.117 -0.320
C 4.581 0.089 -0.192
O 3.740 -0.890 -0.316
C 3.756 1.332 0.231
C 4.382 2.519 0.546
C 3.573 3.566 0.984
C 2.203 3.361 1.066
C 1.663 2.128 0.724
N 2.429 1.112 0.304
H 5.456 2.610 0.458
H 4.024 4.511 1.255
H 1.545 4.145 1.408
H 0.594 1.961 0.783
C -3.814 5.013 -1.068
C -3.467 4.333 0.216
S -2.670 2.709 -0.137
O -2.084 2.143 1.055
O -1.750 2.796 -1.243
C -4.021 1.565 -0.641
C -3.401 0.267 -1.154
N -2.235 -0.162 -0.401
C -0.977 -0.209 -0.859
N -0.134 -0.636 0.115
C -0.903 -0.839 1.235
C -2.197 -0.553 0.927
N -3.308 -0.608 1.860
O -3.012 -0.897 2.980
O -4.396 -0.350 1.415
C -0.528 0.175 -2.209
H -4.133 6.036 -0.842
H -4.640 4.539 -1.594
H -2.950 5.093 -1.726
H -4.326 4.090 0.838
H -2.716 4.868 0.796
H -4.600 2.034 -1.432
H -4.635 1.409 0.244
H -3.093 0.394 -2.195
H -4.170 -0.515 -1.091
H -0.509 -1.160 2.183
H -1.025 -0.392 -2.995
H 0.549 0.026 -2.309
H -0.746 1.235 -2.374
C 0.776 -6.297 -0.972
C 1.384 -5.116 -0.374
C 2.368 -5.034 0.624
C 2.608 -3.694 0.843
N 1.791 -2.947 0.025
N 1.072 -3.842 -0.701
C 3.596 -3.064 1.742
H 1.502 -7.110 -1.010
H 0.368 -6.107 -1.962
H -0.041 -6.670 -0.342
H 2.841 -5.862 1.115
H 0.427 -3.549 -1.426
H 3.827 -3.727 2.575
H 3.243 -2.107 2.139
H 4.535 -2.892 1.205
*
```

---

Entry 3:
Here is C46H41AsFeNOPSe2 as an isolated structure from the Open Molecules 2025 dataset. Energies are from wB97M-V/def2-TZVPD.

Summary:
- HOMO (alpha / beta) (eV) = -10.59 / -10.80
- HOMO-LUMO gap (alpha / beta) (eV) = 8.439 / 7.076
- relative energy (zero: lowest compared OMol25 entry of this formula, charge and spin) (eV) = 0.0000

```
! RIJCOSX wB97M-V def2-TZVPD def2/J DEFGRID3
* xyz 1 6
Fe -0.901 -0.088 0.972
C -3.759 -1.640 2.288
C -3.507 -0.259 1.751
C -4.112 0.183 0.573
C -3.968 1.495 0.133
C -4.623 1.972 -1.130
C -3.181 2.373 0.875
C -2.567 1.980 2.056
C -1.807 2.957 2.907
C -2.733 0.652 2.486
H -4.681 -1.644 2.872
H -2.949 -1.966 2.941
H -3.869 -2.371 1.487
H -4.730 -0.508 0.010
H -5.221 2.864 -0.941
H -5.278 1.214 -1.557
H -3.871 2.236 -1.878
H -3.062 3.396 0.533
H -2.503 3.517 3.535
H -1.255 3.670 2.296
H -1.100 2.444 3.559
H -2.357 0.366 3.458
Se -0.020 -0.905 3.605
P 1.648 0.259 2.980
Se 1.055 1.324 1.150
C 2.187 1.489 4.189
C 1.522 1.632 5.401
C 1.947 2.591 6.311
C 3.030 3.401 6.010
C 3.698 3.256 4.799
C 3.280 2.301 3.890
C 3.098 -0.755 2.589
C 3.949 -0.437 1.535
C 5.072 -1.214 1.296
C 5.345 -2.310 2.101
C 4.492 -2.634 3.148
C 3.370 -1.861 3.393
H 0.680 0.991 5.629
H 1.433 2.698 7.256
H 3.360 4.147 6.721
H 4.547 3.885 4.568
H 3.807 2.188 2.949
H 3.726 0.403 0.888
H 5.734 -0.964 0.477
H 6.220 -2.917 1.910
H 4.700 -3.492 3.773
H 2.695 -2.122 4.199
O -1.234 0.591 -0.817
As -0.532 0.356 -2.340
C -1.635 -0.770 -3.408
C -2.988 -0.859 -3.104
C -3.816 -1.637 -3.896
C -3.293 -2.316 -4.988
C -1.944 -2.215 -5.296
C -1.108 -1.437 -4.508
C -0.465 2.113 -3.081
C -0.846 3.191 -2.291
C -0.797 4.472 -2.825
C -0.372 4.664 -4.131
C 0.011 3.582 -4.913
C -0.033 2.300 -4.390
C 1.235 -0.346 -2.284
C 1.462 -1.712 -2.394
C 2.762 -2.192 -2.333
C 3.818 -1.311 -2.153
C 3.586 0.054 -2.037
C 2.292 0.544 -2.108
H -3.381 -0.328 -2.247
H -4.871 -1.714 -3.664
H -3.940 -2.928 -5.603
H -1.539 -2.746 -6.147
H -0.053 -1.373 -4.747
H -1.174 3.023 -1.273
H -1.089 5.319 -2.219
H -0.337 5.663 -4.544
H 0.342 3.738 -5.931
H 0.268 1.458 -5.003
H 0.635 -2.404 -2.504
H 2.944 -3.255 -2.420
H 4.831 -1.690 -2.105
H 4.413 0.738 -1.902
H 2.111 1.610 -2.030
N 0.141 -6.881 -1.803
C -0.022 -5.866 -1.291
C -0.221 -4.580 -0.682
C -1.414 -3.893 -0.888
C -1.569 -2.629 -0.333
C -0.562 -2.036 0.432
C 0.617 -2.753 0.637
C 0.792 -4.011 0.089
H -2.201 -4.339 -1.482
H -2.500 -2.104 -0.517
H 1.420 -2.331 1.232
H 1.715 -4.556 0.245
*
```

---

Entry 4:
Here is C3H6FN3 in the gas phase at a distorted geometry from the Open Molecules 2025 dataset. Energies are from wB97M-V/def2-TZVPD.

Summary:
- HOMO (eV) = -9.17
- HOMO-LUMO gap (eV) = 9.329
- relative energy (zero: lowest compared OMol25 entry of this formula, charge and spin) (eV) = 2.8346

```
! RIJCOSX wB97M-V def2-TZVPD def2/J DEFGRID3
* xyz 0 1
H 1.199 1.719 0.172
N 2.152 1.355 0.176
C 2.214 0.132 -0.176
N 1.284 -0.759 -0.391
N 0.015 -0.836 0.343
C -0.906 0.067 -0.111
C -2.229 -0.016 0.416
F -3.064 0.544 -0.491
H 3.130 -0.421 -0.329
H 1.689 -1.644 -0.381
H -0.742 0.600 -1.071
H -2.363 0.490 1.485
H -2.380 -1.230 0.357
*
```

---

Entry 5:
Here is C8H14O in the gas phase at a distorted geometry from the Open Molecules 2025 dataset. Energies are from wB97M-V/def2-TZVPD.

Summary:
- HOMO (eV) = -7.99
- HOMO-LUMO gap (eV) = 8.831
- relative energy (zero: lowest compared OMol25 entry of this formula, charge and spin) (eV) = 1.1743

```
! RIJCOSX wB97M-V def2-TZVPD def2/J DEFGRID3
* xyz 0 1
C -2.686 0.618 -0.400
C -1.357 -0.039 -0.150
C -1.411 -1.541 -0.124
C -0.290 0.689 0.243
O -0.462 2.030 0.556
C 1.095 0.208 0.267
C 1.673 -0.080 1.632
C 1.432 -0.708 -1.103
C 2.026 0.628 -0.837
H -3.392 0.372 0.397
H -2.589 1.698 -0.463
H -3.112 0.258 -1.338
H -1.702 -1.936 -1.100
H -2.164 -1.864 0.599
H -0.462 -1.988 0.155
H 0.399 2.463 0.541
H 1.364 -1.069 1.976
H 1.343 0.644 2.376
H 2.764 -0.061 1.633
H 0.751 -0.806 -1.934
H 1.978 -1.608 -0.867
H 3.079 0.647 -0.578
H 1.722 1.445 -1.482
*
```

---

Entry 6:
Here is a 2-piece molecular cluster, C6H5Cl3O overall at a distorted geometry from the Open Molecules 2025 dataset. Energies are from wB97M-V/def2-TZVPD.

Summary:
- HOMO (eV) = -9.62
- HOMO-LUMO gap (eV) = 9.954
- relative energy (zero: lowest compared OMol25 entry of this formula, charge and spin) (eV) = 0.1774

```
! RIJCOSX wB97M-V def2-TZVPD def2/J DEFGRID3
* xyz 0 1
Cl -1.471 -1.280 -2.055
C -0.496 -0.260 -1.024
C -0.351 -0.370 0.334
C 0.344 0.629 1.084
Cl 0.241 0.620 2.826
C 1.088 1.621 0.498
C 1.010 1.667 -0.932
Cl 1.847 2.950 -1.739
C 0.197 0.759 -1.659
H -0.940 -1.149 0.836
H 1.629 2.412 1.034
H 0.269 0.790 -2.754
O -1.403 -3.077 1.126
H -1.357 -2.413 1.851
H -0.606 -2.898 0.576
*
```

---

Entry 7:
Here is a 2-piece molecular cluster, C19H39BrO4PS overall at a distorted geometry from the Open Molecules 2025 dataset. Energies are from wB97M-V/def2-TZVPD.

Summary:
- HOMO (eV) = -12.18
- HOMO-LUMO gap (eV) = 9.822

```
! RIJCOSX wB97M-V def2-TZVPD def2/J DEFGRID3
* xyz 1 1
O 3.720 1.531 -5.195
C 2.647 1.151 -5.236
Br 2.318 -0.757 -5.601
C 1.388 1.984 -5.009
O 0.631 2.103 -6.240
C -0.654 2.363 -5.913
O -0.956 3.157 -5.117
O -1.600 1.672 -6.614
S -2.118 0.309 -5.793
H 0.764 1.441 -4.290
H 1.644 2.992 -4.677
H -2.791 0.758 -4.694
C 0.766 3.634 2.341
C 1.574 2.612 1.547
C 0.874 2.149 0.270
C -0.290 1.166 0.467
P 0.100 -0.564 0.739
C 1.266 -1.057 -0.554
C 0.979 -0.739 -2.028
C -0.072 -1.581 -2.756
C 0.094 -3.089 -2.603
C -1.358 -1.568 0.475
C -2.638 -1.399 1.307
C -2.666 -2.025 2.703
C -2.065 -3.423 2.799
C 1.029 -0.948 2.225
C 0.490 -0.882 3.661
C -0.229 0.405 4.090
C 0.630 1.297 4.984
H -0.216 3.249 2.626
H 1.295 3.909 3.253
H 0.615 4.544 1.757
H 1.822 1.761 2.186
H 2.527 3.071 1.272
H 1.619 1.702 -0.394
H 0.496 3.029 -0.256
H -0.882 1.178 -0.456
H -0.976 1.533 1.233
H 1.478 -2.122 -0.427
H 2.205 -0.554 -0.297
H 1.922 -0.861 -2.569
H 0.707 0.316 -2.133
H -0.016 -1.339 -3.821
H -1.080 -1.285 -2.452
H 1.051 -3.420 -3.011
H -0.698 -3.608 -3.143
H 0.036 -3.410 -1.561
H -1.065 -2.618 0.424
H -1.670 -1.314 -0.541
H -3.448 -1.859 0.735
H -2.890 -0.338 1.386
H -3.704 -2.069 3.038
H -2.169 -1.357 3.409
H -2.630 -4.136 2.196
H -2.083 -3.768 3.833
H -1.022 -3.451 2.472
H 1.956 -0.368 2.179
H 1.360 -1.984 2.077
H 1.329 -1.071 4.334
H -0.173 -1.732 3.818
H -1.118 0.138 4.666
H -0.586 0.970 3.228
H 0.829 0.804 5.936
H 0.115 2.235 5.196
H 1.591 1.532 4.520
*
```

---

Entry 8:
Here is C6H13CsO4 as an isolated structure at a distorted geometry from the Open Molecules 2025 dataset. Energies are from wB97M-V/def2-TZVPD.

Summary:
- HOMO (alpha / beta) (eV) = -11.54 / -11.54
- HOMO-LUMO gap (alpha / beta) (eV) = 7.730 / 5.263

```
! RIJCOSX wB97M-V def2-TZVPD def2/J DEFGRID3
* xyz 1 2
O 4.230 2.093 -0.270
C 3.706 1.259 -0.974
C 2.937 1.567 -2.226
C 1.676 0.717 -2.390
C 0.624 1.036 -1.341
O -0.190 -0.045 -1.036
Cs -2.941 -2.821 -2.507
H 3.709 0.188 -0.664
H 3.623 1.334 -3.059
H 2.711 2.643 -2.264
H 1.939 -0.351 -2.339
H 1.252 0.892 -3.389
H -0.045 1.849 -1.682
H 1.049 1.409 -0.388
O -1.619 -1.487 0.897
C -1.749 -1.302 2.257
C -3.191 -1.218 2.724
O -3.169 -1.075 4.124
H -0.712 -0.511 0.103
H -1.191 -0.371 2.487
H -1.186 -2.096 2.785
H -3.723 -2.144 2.441
H -3.684 -0.361 2.237
H -4.054 -1.204 4.473
*
```